Entry i
Entry from OMol25: 2 unconnected molecules or ions with the total composition C12H17N (ωB97M-V with the def2-TZVPD basis set).

Last columns: bonded neighbours and bond lengths (Å).
CARTESIAN COORDINATES (ANGSTROEM)
1 C -2.91027 1.23118 -1.00212  C2 1.523, H12 1.094, H13 1.089, H14 1.090
2 C -1.43482 1.42789 -0.68208  C1 1.523, C3 1.502, H15 1.087, H16 1.088
3 C -0.70690 0.14100 -0.41624  C2 1.502, C4 1.363, C11 1.447
4 C -1.29324 -1.03273 -0.04853  C3 1.363, N5 1.380, H17 1.078
5 N -0.43872 -2.09415 -0.26368  C4 1.380, C6 1.369, H18 1.006
6 C 0.74089 -1.60814 -0.75993  N5 1.369, C7 1.396, C11 1.402
7 C 1.91342 -2.26968 -1.12997  C6 1.396, C8 1.377, H19 1.082
8 C 2.97625 -1.51034 -1.56674  C7 1.377, C9 1.406, H20 1.078
9 C 2.85613 -0.11617 -1.70188  C8 1.406, C10 1.372, H21 1.082
10 C 1.69972 0.53112 -1.34741  C9 1.372, C11 1.402, H22 1.086
11 C 0.59335 -0.22460 -0.93446  C3 1.447, C6 1.402, C10 1.402
12 H -3.51555 0.87827 -0.16215  C1 1.094
13 H -3.04522 0.55763 -1.84689  C1 1.089
14 H -3.42451 2.15545 -1.26675  C1 1.090
15 H -1.04892 1.93232 -1.56418  C2 1.087
16 H -1.31445 2.10937 0.15732  C2 1.088
17 H -2.28678 -1.24013 0.31342  C4 1.078
18 H -0.61257 -3.02838 0.06591  N5 1.006
19 H 1.95304 -3.35117 -1.11125  C7 1.082
20 H 3.91082 -1.99445 -1.80063  C8 1.078
21 H 3.72627 0.42948 -2.04125  C9 1.082
22 H 1.62327 1.61436 -1.37972  C10 1.086
23 C -1.81733 1.58083 3.71145  C24 1.542, H25 1.085, H26 1.088, H27 1.086
24 C -0.43725 2.18186 4.04410  C23 1.542, H28 1.086, H29 1.086, H30 1.097
25 H -1.77134 1.14065 2.72105  C23 1.085
26 H -2.15284 0.89990 4.49050  C23 1.088
27 H -2.51754 2.41050 3.72800  C23 1.086
28 H 0.32690 1.43144 4.22352  C24 1.086
29 H -0.15751 2.86350 3.24602  C24 1.086
30 H -0.49356 2.79647 4.95152  C24 1.097

Structure (SMILES): CCc1c[nH]c2ccccc12.CC
LUMO (eV): 0.891
Kohn-Sham gap (eV): 8.7
Total charge: 0

Löwdin population analysis, charges in e, atoms 1 to 2: -0.118, -0.206

---

Entry ii
Entry from OMol25: 2 unconnected molecules or ions with the total composition C12H17N (ωB97M-V with the def2-TZVPD basis set).

Last columns: bonded neighbours and bond lengths (Å).
CARTESIAN COORDINATES (ANGSTROEM)
1 C 0.31526 -3.60842 0.35958  C2 1.490, H11 1.090, H12 1.095, H13 1.088
2 C -0.00523 -2.22382 0.80608  C1 1.490, C3 1.353, C10 1.450
3 C -1.15337 -1.71208 1.30583  C2 1.353, N4 1.392, H14 1.079
4 N -1.05455 -0.32773 1.41658  C3 1.392, C5 1.383, H15 1.007
5 C 0.28379 0.01183 1.34039  N4 1.383, C6 1.392, C10 1.411
6 C 0.95962 1.12446 1.83451  C5 1.392, C7 1.380, H16 1.083
7 C 2.33016 1.04723 1.97828  C6 1.380, C8 1.414, H17 1.072
8 C 3.06012 -0.10378 1.60124  C7 1.414, C9 1.376, H18 1.081
9 C 2.37398 -1.15601 1.04038  C8 1.376, C10 1.400, H19 1.082
10 C 0.97468 -1.18214 1.04497  C2 1.450, C5 1.411, C9 1.400
11 H 0.90609 -4.20613 1.05394  C1 1.090
12 H 0.88819 -3.50321 -0.56786  C1 1.095
13 H -0.56975 -4.18260 0.09328  C1 1.088
14 H -2.08911 -2.18872 1.55253  C3 1.079
15 H -1.77147 0.06801 2.00290  N4 1.007
16 H 0.43329 2.02715 2.11883  C6 1.083
17 H 2.85024 1.82513 2.50234  C7 1.072
18 H 4.08789 -0.09923 1.93519  C8 1.081
19 H 2.86041 -2.07444 0.74081  C9 1.082
20 C -0.45826 2.24482 -3.02332  C21 1.571, H23 1.085, H24 1.093, H25 1.083
21 C -1.72084 1.43445 -2.55865  C20 1.571, C22 1.517, H26 1.093, H27 1.086
22 C -2.18569 1.78187 -1.15687  C21 1.517, H28 1.084, H29 1.093, H30 1.093
23 H -0.86222 3.12309 -3.51512  C20 1.085
24 H 0.00090 2.67831 -2.13064  C20 1.093
25 H 0.28826 1.66172 -3.54858  C20 1.083
26 H -1.39700 0.39130 -2.59727  C21 1.093
27 H -2.46207 1.56793 -3.34148  C21 1.086
28 H -2.50751 0.88106 -0.64774  C22 1.084
29 H -3.01121 2.49191 -1.06495  C22 1.093
30 H -1.36459 2.20806 -0.57519  C22 1.093

Structure (SMILES): Cc1c[nH]c2ccccc12.CCC
LUMO (eV): 0.873
Kohn-Sham gap (eV): 8.8
Total charge: 0

Löwdin population analysis, charges in e, atoms 1 to 2: -0.053, -0.229

---

Entry iii
Entry from OMol25: 2 unconnected molecules or ions with the total composition C12H17N (ωB97M-V with the def2-TZVPD basis set).

Last columns: bonded neighbours and bond lengths (Å).
CARTESIAN COORDINATES (ANGSTROEM)
1 C 1.95352 -4.06619 -0.15207  C2 1.524, H12 1.101, H13 1.085, H14 1.100
2 C 0.89230 -3.21435 0.53313  C1 1.524, C3 1.504, H15 1.090, H16 1.084
3 C 0.57058 -1.90973 -0.14287  C2 1.504, C4 1.354, C11 1.450
4 C -0.18604 -1.58455 -1.21706  C3 1.354, N5 1.378, H17 1.081
5 N -0.38774 -0.22556 -1.31902  C4 1.378, C6 1.391, H18 1.004
6 C 0.33043 0.38055 -0.29282  N5 1.391, C7 1.391, C11 1.398
7 C 0.58034 1.74261 -0.15988  C6 1.391, C8 1.387, H19 1.078
8 C 1.48922 2.06715 0.83601  C7 1.387, C9 1.402, H20 1.069
9 C 2.11447 1.08693 1.61894  C8 1.402, C10 1.378, H21 1.086
10 C 1.90470 -0.25777 1.40329  C9 1.378, C11 1.405, H22 1.085
11 C 1.02568 -0.63280 0.37313  C3 1.450, C6 1.398, C10 1.405
12 H 2.15932 -3.81424 -1.20425  C1 1.101
13 H 1.74656 -5.12989 -0.20973  C1 1.085
14 H 2.97794 -3.91282 0.21737  C1 1.100
15 H -0.01122 -3.82320 0.53555  C2 1.090
16 H 1.13406 -2.97895 1.56308  C2 1.084
17 H -0.54095 -2.18717 -2.04153  C4 1.081
18 H -0.53287 0.27061 -2.18006  N5 1.004
19 H 0.06659 2.47245 -0.76433  C7 1.078
20 H 1.88616 3.05906 0.88461  C8 1.069
21 H 2.75879 1.41595 2.42887  C9 1.086
22 H 2.25110 -1.05853 2.04824  C10 1.085
23 C -3.38631 2.30355 0.09614  C24 1.528, H25 1.090, H26 1.092, H27 1.092
24 C -2.57888 3.25621 -0.78480  C23 1.528, H28 1.071, H29 1.082, H30 1.095
25 H -4.41943 2.26968 -0.25048  C23 1.090
26 H -3.04848 1.26547 0.07753  C23 1.092
27 H -3.48998 2.55106 1.15516  C23 1.092
28 H -1.83508 2.85139 -1.44087  C24 1.071
29 H -2.15743 4.02654 -0.15317  C24 1.082
30 H -3.26735 3.77656 -1.45809  C24 1.095

Structure (SMILES): CCc1c[nH]c2ccccc12.CC
LUMO (eV): 0.927
Kohn-Sham gap (eV): 8.8
Total charge: 0

Löwdin population analysis, charges in e, atoms 1 to 2: -0.106, -0.192

---

Most stable to least stable, the ends of the list are entry i and entry ii.